Record 1
Below is a structure of composition C41H54Cl5NO6SeW, with properties calculated with the ωB97M-V functional and the def2-TZVPD basis.

## Properties
2S+1 = 1
total energy = -6870.44782 a.u.
E_LUMO (alpha / beta) = -1.4537 / -1.4546 eV
frontier orbital gap (alpha / beta) = 6.48 / 6.48 eV
energy relative to the best compared isomer or geometry (same formula, charge and spin) = 170.4 kJ/mol
charge = 0

Positions of all 109 atoms, in Å:
1 W 1.8543 0.8347 -0.4590
2 C -0.2617 -3.1597 5.6490
3 C -1.1656 -3.3699 4.4312
4 C -1.2769 -4.8795 4.1812
5 C -2.5590 -2.8099 4.7494
6 C -0.6252 -2.6495 3.1971
7 C 0.2681 -1.6022 3.2938
8 C 0.7008 -0.9555 2.1348
9 Se 1.8700 0.5022 2.0460
10 C 0.0530 1.9754 -0.2721
11 C -0.7790 2.7010 0.5788
12 C -2.0715 2.9081 0.1436
13 C -2.4664 2.5407 -1.1820
14 C -1.6359 2.0355 -2.1393
15 C -0.2842 1.8124 -1.6606
16 O 0.5614 0.8873 -2.1309
17 C -2.1033 1.6959 -3.5441
18 C -1.1011 0.8216 -4.3026
19 C -3.4394 0.9419 -3.4625
20 C -2.3151 2.9937 -4.3389
21 C -3.0990 3.4740 1.1245
22 C -2.5651 4.7526 1.7819
23 C -3.3229 2.4046 2.2088
24 C -4.4462 3.7893 0.4736
25 C 0.2166 -1.3370 0.8957
26 O 0.6914 -0.6745 -0.1638
27 C -0.7286 -2.3707 0.7503
28 C -1.1061 -3.0037 1.9208
29 C -1.3055 -2.7298 -0.6150
30 C -0.1849 -3.1645 -1.5717
31 C -2.3157 -3.8755 -0.5197
32 C -2.0307 -1.5068 -1.1974
33 H -0.6297 -3.7548 6.4863
34 H -0.2487 -2.1190 5.9749
35 H 0.7654 -3.4663 5.4422
36 H -1.5600 -5.3859 5.1056
37 H -0.3255 -5.2954 3.8443
38 H -2.0341 -5.1227 3.4366
39 H -2.9698 -3.2886 5.6409
40 H -3.2480 -2.9835 3.9210
41 H -2.5119 -1.7343 4.9277
42 H 0.6540 -1.2833 4.2519
43 H -0.4779 2.8992 1.5977
44 H -3.4934 2.7326 -1.4515
45 H -0.9247 -0.1280 -3.7999
46 H -0.1343 1.3085 -4.4244
47 H -1.5121 0.6161 -5.2931
48 H -3.3561 0.0628 -2.8223
49 H -3.7251 0.6097 -4.4618
50 H -4.2470 1.5682 -3.0826
51 H -1.3920 3.5714 -4.4147
52 H -3.0763 3.6253 -3.8810
53 H -2.6375 2.7415 -5.3506
54 H -1.6194 4.5869 2.2963
55 H -3.2888 5.1023 2.5200
56 H -2.4139 5.5442 1.0480
57 H -2.4104 2.2099 2.7724
58 H -3.6546 1.4629 1.7671
59 H -4.0900 2.7445 2.9072
60 H -4.3482 4.4941 -0.3551
61 H -5.1005 4.2458 1.2172
62 H -4.9453 2.8909 0.1058
63 H -1.8200 -3.8098 1.8548
64 H 0.3673 -4.0099 -1.1542
65 H 0.5151 -2.3540 -1.7706
66 H -0.6175 -3.4806 -2.5235
67 H -1.8622 -4.7896 -0.1319
68 H -2.6959 -4.0926 -1.5189
69 H -3.1685 -3.6196 0.1119
70 H -1.3383 -0.6833 -1.3718
71 H -2.8217 -1.1668 -0.5243
72 H -2.4867 -1.7736 -2.1541
73 Cl 0.2146 7.3856 -2.7478
74 C 0.8640 5.8105 -2.4757
75 C 0.0597 4.7603 -2.0043
76 Cl -1.5680 5.2569 -1.6525
77 C 0.5802 3.4782 -1.8062
78 Cl 2.4132 3.0454 0.9034
79 C 1.9546 3.3194 -1.9917
80 O 2.5751 2.1965 -1.7008
81 C 2.7591 4.3643 -2.4629
82 Cl 4.4491 4.0748 -2.6299
83 C 2.2202 5.6064 -2.7218
84 Cl 3.2188 6.8833 -3.2861
85 N 4.1223 1.0742 0.0347
86 C 5.1184 0.2114 -0.6351
87 C 5.0138 0.2579 -2.1544
88 C 3.6050 -0.0479 -2.6347
89 O 3.2061 0.0004 -3.7581
90 O 2.8553 -0.3968 -1.5694
91 H 4.2496 2.0457 -0.2431
92 H 4.2510 1.0296 1.0395
93 H 4.9616 -0.8024 -0.2687
94 H 6.1217 0.5295 -0.3381
95 H 5.7073 -0.4577 -2.5990
96 H 5.2796 1.2401 -2.5524
97 C 4.2090 -4.2502 1.6552
98 C 3.6210 -4.6174 0.2937
99 C 3.4791 -3.2438 -0.3519
100 O 3.2271 -2.3305 0.7189
101 C 3.4170 -2.9896 1.9721
102 H 5.2728 -4.0229 1.5598
103 H 4.0864 -5.0239 2.4114
104 H 2.6393 -5.0780 0.4248
105 H 4.2436 -5.2922 -0.2917
106 H 2.6653 -3.1743 -1.0736
107 H 4.4081 -2.9547 -0.8597
108 H 2.4383 -3.2438 2.3969
109 H 3.9181 -2.3016 2.6550

=====

Record 2
Below is a structure of composition C3H6N2O, with properties calculated with the ωB97M-V functional and the def2-TZVPD basis.

## Properties
2S+1 = 1
total energy = -302.45002 a.u.
E_LUMO = 1.0743 eV
frontier orbital gap = 9.08 eV
energy relative to the best compared isomer or geometry (same formula, charge and spin) = 638.2 kJ/mol
charge = 0

Positions of all 12 atoms, in Å:
1 C -1.3107 0.6307 -0.1829
2 C -0.2355 1.0689 -0.7532
3 C -1.0937 -0.8364 0.2060
4 N 0.9895 -0.4677 -0.5428
5 N 2.2655 -0.0823 -0.0954
6 O 0.2537 -1.0895 0.4928
7 H -2.2490 1.0624 0.1252
8 H 0.1703 2.0375 -1.1569
9 H -1.6757 -0.8026 1.0488
10 H -1.5753 -1.5231 -0.5453
11 H 2.1126 0.3473 0.8271
12 H 2.8669 0.5166 -0.6622